(1)
ORCA calculation (the ωB97M-V functional and the def2-TZVPD basis) on a structure of composition C6H10O.

```
17
C6H10O, DFT the ωB97M-V functional and the def2-TZVPD basis
C 1.496 -0.269 0.068
C 0.893 1.298 0.053
C -0.466 0.669 -0.268
C -1.976 0.602 -0.085
C -0.550 -0.766 0.425
C 0.553 -1.365 -0.321
H 2.387 -0.280 -0.539
H 2.066 -0.579 1.019
H 0.942 2.048 -0.768
H 0.913 1.807 1.157
H -0.459 0.349 -1.416
H -2.700 1.019 -0.694
H -1.891 1.361 1.003
H -0.470 -0.859 1.577
H 0.151 -1.658 -1.387
H 1.062 -2.470 0.106
O -1.950 -0.906 0.069
```

Computed properties:
energy	-309.6350	hartree
net charge	0
LUMO	0.038	Ha
energy relative to the best compared isomer or geometry (same formula, charge and spin)	544.38	kJ/mol
HOMO-LUMO gap	10.397	eV

(2)
ORCA calculation (the ωB97M-V functional and the def2-TZVPD basis) on a structure of composition C6H10O.

```
17
C6H10O, DFT the ωB97M-V functional and the def2-TZVPD basis
C -1.165 -0.486 0.503
C -0.964 0.724 -0.370
C 0.144 1.666 0.022
C 0.352 0.686 -1.098
C 1.116 -0.593 -0.825
C 0.690 -1.198 0.507
O 1.208 -0.740 1.637
H -1.730 -0.236 1.418
H -0.119 -0.633 1.411
H -1.699 -1.313 0.023
H -1.834 1.144 -0.872
H 0.034 2.713 -0.245
H 0.670 1.479 0.955
H 0.415 1.072 -2.111
H 2.199 -0.419 -0.752
H 0.936 -1.318 -1.629
H 0.484 -2.284 0.456
```

Computed properties:
energy	-309.6940	hartree
net charge	0
LUMO	0.036	Ha
energy relative to the best compared isomer or geometry (same formula, charge and spin)	389.49	kJ/mol
HOMO-LUMO gap	9.873	eV